{"formula": "C5H9NOS", "method": "wB97M-V/def2-TZVPD", "homo_lumo_gap_ev": 8.5, "lumo_ev": -0.07, "total_charge": 0, "max_force_ev_per_a": 8.8, "homo_ev": -8.62, "symbols": ["S", "C", "H", "O", "H", "N", "C", "H", "H", "H", "H", "C", "H", "C", "C", "H", "H"], "positions_angstrom": [[-3.20, -0.06, 0.17], [0.93, -0.54, 0.78], [1.46, 1.35, 1.40], [1.29, -1.26, -0.50], [-2.57, 1.05, 0.35], [0.02, 1.42, -0.56], [-0.47, -0.42, 0.61], [-1.87, -1.53, -1.04], [-0.99, 0.41, 1.12], [2.08, 1.19, -0.33], [-0.21, -0.72, -1.57], [-0.47, -0.01, -0.76], [0.42, 1.85, -1.37], [-1.66, -0.78, -0.36], [1.30, 1.00, 0.33], [1.64, -0.79, 1.68], [2.30, -2.16, 0.05]], "nbo_charge": [0.013, 0.070, 0.188, -0.718, 0.113, -0.621, -0.304, 0.232, 0.229, 0.200, 0.263, -0.090, 0.358, -0.290, -0.247, 0.204, 0.398]}